## a
11 unconnected molecules or ions with the total composition H22O11. Source: OMol25; level of theory: ωB97M-V/def2-TZVPD.

Results
**SMILES**: O.O.O.O.O.O.O.O.O.O.O
**Net charge**: 0
**Spin multiplicity**: 1
**Frontier orbital gap**: 0.3647 Ha

Atoms and positions in Å:
O: -0.0263 0.7389 0.8320
H: -0.3642 1.3417 0.2652
H: 0.4809 0.0385 0.3569
O: -1.2068 -2.7922 3.4581
H: -1.6331 -2.1893 2.7985
H: -1.6402 -2.7423 4.2345
O: -3.6432 -1.4421 -1.8881
H: -2.8999 -1.5189 -1.3412
H: -4.2819 -1.7248 -1.2004
O: 2.2642 0.1761 2.2339
H: 2.5916 0.6305 1.4851
H: 1.3024 0.2723 2.0802
O: 2.5872 -0.9403 -0.2299
H: 2.0373 -0.3041 -0.5581
H: 3.0309 -0.6248 0.5814
O: 4.9847 1.2054 -0.4175
H: 4.3669 0.7329 -0.9724
H: 4.3410 1.8208 0.1076
O: -1.5339 -0.0018 -2.6040
H: -1.4346 0.9437 -2.8793
H: -2.4318 -0.0767 -2.5228
O: -4.3123 1.5671 1.0152
H: -3.7539 2.0047 0.3724
H: -4.6837 0.6958 0.5879
O: -0.8344 -2.1337 -2.7517
H: -0.7973 -1.4131 -3.4116
H: -0.1749 -2.7955 -3.1529
O: 4.1470 -0.3540 3.3894
H: 4.8736 0.1366 3.7376
H: 4.4386 -0.5212 2.4057
O: -2.2967 3.0631 -1.8201
H: -1.4497 3.4696 -1.5377
H: -2.0478 2.7367 -2.6540

## b
11 unconnected molecules or ions with the total composition H22O11. Source: OMol25; level of theory: ωB97M-V/def2-TZVPD.

Results
**SMILES**: O.O.O.O.O.O.O.O.O.O.O
**Net charge**: 0
**Spin multiplicity**: 1
**Frontier orbital gap**: 0.3591 Ha

Atoms and positions in Å:
O: 0.0716 0.3101 0.3909
H: 0.5068 -0.1849 1.0942
H: -0.2042 -0.3675 -0.2367
O: 1.8497 -2.8757 1.5916
H: 2.7141 -3.2132 1.8521
H: 2.0449 -2.0311 1.1703
O: 0.7780 5.4275 1.3073
H: 1.7381 5.4613 1.3856
H: 0.6134 4.6379 0.7796
O: -2.9784 -2.7709 -3.8299
H: -2.3110 -2.1938 -4.2180
H: -3.0439 -2.4721 -2.9159
O: -2.0697 -0.1384 -1.0801
H: -2.6710 -0.5304 -0.4368
H: -2.1591 -0.7008 -1.8577
O: 0.4437 1.1198 -1.9007
H: 0.6333 2.0582 -2.0126
H: 0.6714 0.9426 -0.9810
O: 0.0296 0.2864 -3.9016
H: -0.5463 1.0473 -3.7654
H: 0.8312 0.5090 -3.4149
O: -3.7440 2.7195 1.6091
H: -2.9951 2.3117 2.0584
H: -4.4717 2.1063 1.7625
O: 3.4890 1.9786 3.0602
H: 2.7447 2.3303 3.5614
H: 4.0992 1.6635 3.7366
O: -1.2313 -0.9804 2.5018
H: -0.6988 -1.1380 3.2896
H: -0.9046 -1.6259 1.8649
O: 1.8933 -4.5319 -0.9738
H: 2.5121 -3.8214 -0.7708
H: 2.3650 -5.3334 -0.7205

## c
11 unconnected molecules or ions with the total composition H22O11. Source: OMol25; level of theory: ωB97M-V/def2-TZVPD.

Results
**SMILES**: O.O.O.O.O.O.O.O.O.O.O
**Net charge**: 0
**Spin multiplicity**: 1
**Frontier orbital gap**: 0.3583 Ha

Atoms and positions in Å:
O: 0.0028 0.3498 -0.7421
H: -0.7294 0.6902 -0.2850
H: 0.7246 0.0292 -0.1047
O: 1.1554 3.2530 2.9978
H: 0.8134 2.4080 3.0913
H: 1.5621 3.5497 3.8547
O: -2.4031 -0.2786 -0.2351
H: -1.5929 -0.7825 -0.0508
H: -2.5189 0.3447 0.5470
O: 3.2536 -3.5832 -0.1086
H: 2.4648 -3.0801 -0.4326
H: 3.5197 -4.0671 -0.8917
O: 5.4170 -1.8738 -0.0506
H: 6.1244 -1.3654 -0.4250
H: 4.9492 -1.1056 0.4563
O: -1.2115 -2.8725 0.2542
H: -0.9916 -3.5984 0.8502
H: -2.0396 -3.0207 -0.1379
O: -2.2077 -0.8544 3.4928
H: -1.6129 -0.3958 2.9171
H: -2.5625 -1.5074 2.9794
O: -0.1616 3.9712 -0.5817
H: 0.8358 4.0735 -0.5239
H: -0.3466 4.9119 -0.6782
O: 3.8397 2.5834 -2.3451
H: 3.8208 2.3018 -1.4111
H: 2.9695 2.3402 -2.5074
O: -4.3452 0.6804 -1.7800
H: -3.7834 1.1358 -1.1370
H: -5.1484 1.1416 -1.7183
O: -3.4027 -1.4579 -1.6525
H: -2.9805 -1.6093 -2.4360
H: -3.4142 -2.3116 -1.2053

It is c that is the least stable of them.